Version one
DFT (wB97M-V/def2-TZVPD) results for one molecule with the formula C6H11NO3.

```
21
Properties=species:S:1:pos:R:3
H 1.8113 -1.6128 0.6291
C 0.2817 0.7221 0.8708
O 2.7421 0.9656 0.7099
H -2.1997 1.0341 -0.3040
H 0.4765 -1.7894 1.7833
C -0.0079 -0.5275 0.0744
H -2.3599 -0.2835 -1.5071
H -3.3888 -0.2647 -0.0730
C -2.3833 -0.0370 -0.4406
C 0.7247 -1.7063 0.7194
H 2.3075 2.9429 -0.3234
H -0.1107 -1.2752 -1.9577
C 0.3322 -0.4346 -1.4131
H -1.2098 0.5760 2.0189
C 1.6411 1.4026 0.4595
H 0.4168 -2.6463 0.2491
N -0.3928 1.1865 1.8681
H 1.4134 -0.4490 -1.5845
H -0.0603 0.4856 -1.8578
O -1.4563 -0.8318 0.2837
O 1.4222 2.5426 -0.2051
```

Computed properties:
- LUMO energy (eV) = 0.665
- structure (SMILES) = [H]/N=C(/C(=O)O)C(C)(C)OC
- gap between HOMO and LUMO (eV) = 10.748
- spin multiplicity = 1

Version two
DFT (wB97M-V/def2-TZVPD) results for one molecule with the formula C6H11NO3.

```
21
Properties=species:S:1:pos:R:3
H -2.3682 0.9095 -0.8316
H 2.9520 0.0601 0.1430
H 1.2148 -0.5000 -1.9032
C -0.3979 -0.0572 0.9521
H 1.6762 1.7666 -1.0500
H -3.6160 -0.2389 -0.3041
N 0.5400 -0.7309 -1.1763
C -2.7067 0.2795 -0.0111
H 0.7973 2.2212 0.4152
C 0.7932 0.1007 0.0061
H 2.1212 0.3076 1.6919
O 0.7828 -2.1122 -0.9208
C 0.7902 1.5657 -0.4516
H -2.8917 0.9165 0.8516
C 2.0941 -0.2272 0.7469
O -1.7266 -1.9007 0.1625
C -1.6312 -0.7092 0.3235
H -0.0895 1.7768 -1.0546
H 2.1459 -1.2963 0.9412
O -0.4091 0.3413 2.0870
H -0.0711 -2.4728 -0.6176
```

Computed properties:
- LUMO energy (eV) = 0.619
- structure (SMILES) = CC(=O)C(=O)C(C)(C)NO
- gap between HOMO and LUMO (eV) = 10.000
- spin multiplicity = 1

Version three
DFT (wB97M-V/def2-TZVPD) results for a 2-piece molecular cluster, C6H11NO3 overall.

```
21
Properties=species:S:1:pos:R:3
H 1.6166 0.6981 0.8715
C -1.7072 -0.4451 0.5125
H 4.2161 -0.9147 -1.6296
O 2.4623 0.7831 0.3694
C -2.2885 -1.0777 -0.5040
N 3.9314 -0.4117 -0.8093
H -2.8165 -1.4799 2.0434
O 1.7529 -0.5676 -1.3501
C -0.7125 0.6787 0.2970
H -1.9589 -0.9699 -1.5229
H -2.6730 0.2605 2.2854
H 4.6151 -0.0592 -0.1645
C -2.1504 -0.6290 1.9331
C 2.6097 -0.1802 -0.5921
O -0.0419 1.0443 1.2456
H -1.2734 -0.7313 2.5703
H 0.0103 0.7263 -1.6788
H -1.6232 1.3764 -1.5217
H -3.1204 -1.7453 -0.3435
C -0.6481 1.3281 -1.0488
H -0.2002 2.3161 -0.9630
```

Computed properties:
- LUMO energy (eV) = 0.400
- structure (SMILES) = C=C(C)C(C)=O.NC(=O)O
- gap between HOMO and LUMO (eV) = 10.392
- spin multiplicity = 1

Relative energies in hartree: version one 0.0318; version two 0.0756; version three 0.0000

Version one
DFT (wB97M-V/def2-TZVPD) results for a 2-piece molecular cluster, C2H8N3O overall.

```
14
Properties=species:S:1:pos:R:3
H 2.5960 -1.0309 -0.2049
H -2.1140 2.5266 0.1568
H -1.6002 0.3838 -1.2301
H 1.7337 -2.2487 -1.2816
H -0.8739 1.8386 1.3800
N 0.6438 -1.0579 0.0143
C 1.8095 -1.8023 -0.2755
H -2.3253 0.7592 1.0824
N 0.2690 0.8952 -0.6572
H 2.0894 -2.6061 0.5232
H 0.8259 1.3460 0.0014
N -0.9728 0.8292 -0.4877
C -1.6329 1.4914 0.5686
O -0.4482 -1.3242 0.4102
```

Computed properties:
- LUMO energy (alpha / beta) (eV) = -5.487 / -5.488
- gap between HOMO and LUMO (alpha / beta) (eV) = 8.479 / 8.478
- spin multiplicity = 1
- charge = +1

Version two
DFT (wB97M-V/def2-TZVPD) results for a 2-piece molecular cluster, C2H8N3O overall.

```
14
Properties=species:S:1:pos:R:3
H 3.4272 1.1829 0.2632
C -2.0916 -1.2225 -0.4540
H -3.2176 -1.7257 -2.0669
N -2.9909 -1.0054 -1.4655
H 3.0960 1.5699 2.3658
O -1.2117 -0.4414 -0.0781
H -3.1782 -0.0529 -1.7255
H 1.7016 1.1991 -1.2435
N 1.4824 0.6797 -0.3803
C 2.3916 0.8420 0.5481
H -2.1261 -2.1828 -0.0406
H 1.5608 0.5431 2.4277
H 0.4670 0.6454 -0.3642
N 2.3888 0.9879 1.9093
```

Computed properties:
- LUMO energy (eV) = -4.005
- gap between HOMO and LUMO (eV) = 9.741
- spin multiplicity = 1
- charge = +1

Relative energies in hartree: version one 0.2106; version two 0.0000

Version one
DFT (wB97M-V/def2-TZVPD) results for C6H5BrMnNO2 as an isolated structure.

```
16
Properties=species:S:1:pos:R:3
C -1.0904 1.3009 -0.1986
C -1.2246 0.4962 0.9300
H -0.4150 -1.2915 1.8593
C -0.3981 -0.5891 1.0330
Mn 5.0571 -4.7076 1.4210
Br 3.1626 -3.7329 0.2147
C 0.6176 -0.8278 0.0991
H -1.9259 0.7146 1.7224
H 1.2968 -1.6576 0.2377
O -1.7380 3.2935 -1.1068
C -0.1542 1.0437 -1.1898
C 0.7447 0.0008 -1.0200
N -2.0615 2.3603 -0.4046
H -0.1776 1.7512 -2.0094
H 1.4357 -0.4232 -1.7393
O -3.1291 2.2682 0.1513
```

Computed properties:
- LUMO energy (alpha / beta) (eV) = -8.083 / -8.100
- gap between HOMO and LUMO (alpha / beta) (eV) = 3.850 / 3.834
- spin multiplicity = 6
- charge = +1

Version two
DFT (wB97M-V/def2-TZVPD) results for C6H5BrMnNO2 as an isolated structure.

```
16
Properties=species:S:1:pos:R:3
C -13.5593 -15.2091 2.6634
C -14.9456 -15.3495 2.9904
N -15.8527 -14.2288 2.7429
H -12.4718 -18.2068 3.7706
C -14.5680 -17.6484 3.7522
H -16.4554 -16.7860 3.7033
Br -11.3010 -18.8781 3.3299
O -15.4979 -13.1754 2.2214
C -13.2309 -17.4739 3.5399
C -12.7744 -16.2935 2.9836
H -11.6999 -16.1877 2.9587
H -13.1856 -14.2641 2.2978
H -15.0337 -18.4061 4.3650
Mn -11.0390 -20.6148 2.6800
C -15.4130 -16.5819 3.5083
O -17.0012 -14.3596 3.0804
```

Computed properties:
- LUMO energy (alpha / beta) (eV) = -6.327 / -6.900
- gap between HOMO and LUMO (alpha / beta) (eV) = 6.712 / 6.198
- spin multiplicity = 6
- charge = +1

Relative energies in hartree: version one 0.0000; version two 0.2058